one) Here is 2 unconnected molecules or ions with the total composition C7H9N from the Open Molecules 2025 dataset. Energies are from wB97M-V/def2-TZVPD.

Last columns: bonded neighbours and bond lengths (Å).
Atoms and positions in Å:
1 C 2.718 0.016 -0.099  C2 1.375, C6 1.392, H7 1.090
2 C 2.033 1.207 -0.044  C1 1.375, C3 1.378, H8 1.077
3 C 0.657 1.176 -0.100  C2 1.378, N4 1.318, H9 1.069
4 N -0.053 0.065 -0.095  C3 1.318, C5 1.411
5 C 0.692 -1.128 0.012  N4 1.411, C6 1.368, H10 1.050
6 C 2.057 -1.207 -0.031  C1 1.392, C5 1.368, H11 1.048
7 H 3.800 0.049 0.038  C1 1.090
8 H 2.568 2.140 0.004  C2 1.077
9 H 0.087 2.075 -0.007  C3 1.069
10 H 0.052 -1.961 -0.017  C5 1.050
11 H 2.507 -2.153 -0.007  C6 1.048
12 C -3.122 0.017 -0.524  C13 1.286, H14 1.079, H15 1.135
13 C -2.437 -0.043 0.563  C12 1.286, H16 1.194, H17 1.056
14 H -4.124 0.415 -0.551  C12 1.079
15 H -2.907 -0.682 -1.391  C12 1.135
16 H -2.997 0.540 1.442  C13 1.194
17 H -1.530 -0.525 0.808  C13 1.056

## Properties
Gap between HOMO and LUMO = 9.766 eV
Multiplicity = 1
SMILES = c1ccncc1.C=C

Which charges does Mulliken predict for the atoms? In e, they are: -0.0948 -0.6008 -0.2029 -0.2842 -0.0931 -0.6977 0.3289 0.3578 0.3927 0.4182 0.4172 -0.4680 -0.3824 0.2691 0.1926 0.1538 0.2935

two) Here is a single C7H9N molecule from the Open Molecules 2025 dataset. Energies are from wB97M-V/def2-TZVPD.

Last columns: bonded neighbours and bond lengths (Å).
Atoms and positions in Å:
1 C 1.426 -2.844 0.724  C2 1.365, H9 1.070, H10 1.078
2 C 0.525 -1.877 1.064  C1 1.365, C3 1.447, H11 1.123
3 C 0.305 -0.595 0.429  C2 1.447, C4 1.388, N8 1.437
4 C -0.827 -0.229 -0.288  C3 1.388, C5 1.401, H12 1.005
5 C -0.666 1.144 -0.518  C4 1.401, C6 1.511, C7 1.356
6 C -1.666 1.969 -1.295  C5 1.511, H13 1.057, H14 1.123, H15 1.113
7 C 0.487 1.560 0.061  C5 1.356, N8 1.345, H16 1.085
8 N 1.112 0.561 0.711  C3 1.437, C7 1.345, H17 1.026
9 H 1.502 -3.806 1.185  C1 1.070
10 H 2.174 -2.534 0.012  C1 1.078
11 H -0.356 -2.200 1.681  C2 1.123
12 H -1.533 -0.933 -0.416  C4 1.005
13 H -2.514 1.353 -1.425  C6 1.057
14 H -1.714 2.898 -0.667  C6 1.123
15 H -1.267 2.365 -2.255  C6 1.113
16 H 0.890 2.566 0.117  C7 1.085
17 H 2.123 0.602 0.881  N8 1.026

## Properties
Gap between HOMO and LUMO = 8.729 eV
Multiplicity = 1
SMILES = C=Cc1cc(C)c[nH]1

Which charges does Mulliken predict for the atoms? In e, they are: -0.6281 -0.3829 0.1025 -0.7526 0.7801 -1.1055 -0.8437 -0.0416 0.3034 0.2626 0.2398 0.5090 0.3360 0.2819 0.2504 0.4040 0.2847

Stability ranking, top entry: two); the second entry is 0.0339 hartree less favorable.

one) Here is a single C7H9N molecule from the Open Molecules 2025 dataset. Energies are from wB97M-V/def2-TZVPD.

Last columns: bonded neighbours and bond lengths (Å).
Atoms and positions in Å:
1 C -2.376 -1.162 -0.516  C2 1.302, H9 1.105, H10 1.163
2 C -1.094 -1.121 -0.741  C1 1.302, N3 1.246
3 N 0.027 -1.518 -1.112  C2 1.246, C4 1.410
4 C 1.272 -0.856 -1.080  N3 1.410, C5 1.613, H11 1.052, H12 1.074
5 C 1.158 0.634 -0.473  C4 1.613, C6 1.488, H13 1.078, H14 1.141
6 C 0.034 0.992 0.434  C5 1.488, C7 1.564, C8 1.567, H15 1.152
7 C 0.315 1.735 1.782  C6 1.564, C8 1.299, H16 1.124
8 C 0.002 0.481 1.915  C6 1.567, C7 1.299, H17 1.143
9 H -3.055 -0.933 -1.357  C1 1.105
10 H -3.077 -1.406 0.379  C1 1.163
11 H 1.718 -0.753 -2.027  C4 1.052
12 H 1.990 -1.451 -0.548  C4 1.074
13 H 2.062 0.838 0.078  C5 1.078
14 H 1.228 1.331 -1.374  C5 1.141
15 H -1.042 1.053 0.028  C6 1.152
16 H 0.788 2.675 2.177  C7 1.124
17 H 0.049 -0.535 2.435  C8 1.143

## Properties
Gap between HOMO and LUMO = 9.338 eV
Multiplicity = 1
SMILES = C=C=NCCC1C=C1

Which charges does Mulliken predict for the atoms? In e, they are: -0.9779 0.8018 -0.4873 -0.5226 -0.4987 -0.3608 -0.5767 -0.1234 0.2320 0.2296 0.3360 0.3100 0.3317 0.3007 0.4041 0.2906 0.3111

two) Here is a single C7H9N molecule from the Open Molecules 2025 dataset. Energies are from wB97M-V/def2-TZVPD.

Last columns: bonded neighbours and bond lengths (Å).
Atoms and positions in Å:
1 C 0.237 -0.491 -1.896  C2 1.401, C7 1.543, H9 1.106
2 C -0.791 0.442 -1.711  C1 1.401, C3 1.531, H10 1.133
3 C -0.739 0.403 -0.182  C2 1.531, N4 1.423, C8 1.590, H11 1.038
4 N -1.148 0.764 1.132  C3 1.423, C5 1.586, H12 0.956
5 C -0.385 -0.411 1.874  N4 1.586, C6 1.621, H13 1.070, H14 1.111
6 C 0.980 -0.467 1.003  C5 1.621, C7 1.690, C8 1.440, H15 1.070
7 C 1.151 -0.675 -0.666  C1 1.543, C6 1.690, C8 1.472, H16 1.040
8 C 0.827 0.581 0.028  C3 1.590, C6 1.440, C7 1.472, H17 1.134
9 H 0.549 -0.804 -2.910  C1 1.106
10 H -1.467 0.736 -2.573  C2 1.133
11 H -0.897 -0.616 -0.065  C3 1.038
12 H -2.082 0.597 1.250  N4 0.956
13 H -0.236 -0.050 2.869  C5 1.070
14 H -1.013 -1.323 1.976  C5 1.111
15 H 1.837 -0.692 1.603  C6 1.070
16 H 2.140 -0.962 -0.814  C7 1.040
17 H 1.526 1.475 0.041  C8 1.134

## Properties
Gap between HOMO and LUMO = 9.294 eV
Multiplicity = 1
SMILES = C1=C[C@@H]2NC[C@H]3[C@@H]1[C@H]32

Which charges does Mulliken predict for the atoms? In e, they are: -0.2758 -1.0989 0.1614 -0.5953 -0.5847 -0.4020 -0.4402 -0.1774 0.3695 0.3264 0.4620 0.2641 0.3983 0.2779 0.4362 0.4585 0.4200

three) Here is a single C7H9N molecule from the Open Molecules 2025 dataset. Energies are from wB97M-V/def2-TZVPD.

Last columns: bonded neighbours and bond lengths (Å).
Atoms and positions in Å:
1 C -0.981 1.726 -2.056  N2 1.253, C3 1.452, H9 1.063
2 N -0.002 2.491 -1.894  C1 1.253, C3 1.504
3 C -0.308 1.521 -0.786  C1 1.452, N2 1.504, C4 1.493, H10 1.086
4 C 0.600 0.355 -0.568  C3 1.493, C5 1.519, C6 1.484, H11 1.085
5 C 1.443 0.295 0.695  C4 1.519, C6 1.478, H12 1.080, H13 1.081
6 C 0.291 -0.613 0.512  C4 1.484, C5 1.478, C7 1.479, C8 1.478
7 C -0.898 -1.031 1.285  C6 1.479, C8 1.514, H14 1.081, H15 1.080
8 C 0.001 -2.058 0.632  C6 1.478, C7 1.514, H16 1.080, H17 1.081
9 H -1.756 1.450 -2.731  C1 1.063
10 H -0.741 1.942 0.116  C3 1.086
11 H 1.048 -0.025 -1.480  C4 1.085
12 H 2.443 -0.106 0.622  C5 1.080
13 H 1.349 1.110 1.398  C5 1.081
14 H -1.878 -0.867 0.860  C7 1.081
15 H -0.872 -0.942 2.362  C7 1.080
16 H 0.633 -2.662 1.268  C8 1.080
17 H -0.372 -2.585 -0.235  C8 1.081

## Properties
Gap between HOMO and LUMO = 10.370 eV
Multiplicity = 1
SMILES = C1=N[C@@H]1[C@H]1CC12CC2

Which charges does Mulliken predict for the atoms? In e, they are: -0.4098 -0.5722 0.0882 -0.0322 -0.8459 0.4598 -0.7045 -0.5003 0.3032 0.4344 0.3528 0.2473 0.2456 0.2287 0.2373 0.2345 0.2332

Stability ranking, top entry: three); the second entry is 0.0577 hartree less favorable.

one) Here is 2 unconnected molecules or ions with the total composition C2H3Cl2NS from the Open Molecules 2025 dataset. Energies are from wB97M-V/def2-TZVPD.

Last columns: bonded neighbours and bond lengths (Å).
Atoms and positions in Å:
1 C -0.894 -3.156 0.776  S4 1.736, Cl5 1.669
2 C 0.467 -0.135 0.429  N3 1.347, H7 1.152, H8 1.110, H9 1.049
3 N 1.002 -1.361 0.272  C2 1.347
4 S -0.473 -3.991 -0.687  C1 1.736, Cl6 2.000
5 Cl -0.237 -3.715 2.204  C1 1.669
6 Cl -1.415 -2.686 -1.875  S4 2.000
7 H -0.328 -0.302 1.245  C2 1.152
8 H -0.145 0.255 -0.412  C2 1.110
9 H 1.223 0.575 0.585  C2 1.049

## Properties
Gap between HOMO and LUMO (alpha / beta) = 8.003 / 7.921 eV
Multiplicity = 1

Which charges does Mulliken predict for the atoms? In e, they are: -0.0211 -0.4655 -0.2798 0.1210 -0.0571 -0.1000 0.2480 0.2389 0.3156

two) Here is 2 unconnected molecules or ions with the total composition C2H3Cl2NS from the Open Molecules 2025 dataset. Energies are from wB97M-V/def2-TZVPD.

Last columns: bonded neighbours and bond lengths (Å).
Atoms and positions in Å:
1 C -2.801 -0.376 -0.035  S4 1.598, Cl5 1.653
2 C 0.685 -0.716 1.208  N3 1.233, H8 1.031, H9 1.110
3 N 0.401 -0.684 0.008  C2 1.233, H7 0.981
4 S -3.915 0.764 0.073  C1 1.598, Cl6 2.111
5 Cl -3.246 -1.962 0.098  C1 1.653
6 Cl -2.627 2.402 -0.261  S4 2.111
7 H -0.364 -0.289 -0.461  N3 0.981
8 H 0.154 -0.601 2.084  C2 1.031
9 H 1.655 -1.155 1.520  C2 1.110

## Properties
Gap between HOMO and LUMO = 7.822 eV
Multiplicity = 1

Which charges does Mulliken predict for the atoms? In e, they are: 0.1119 -0.2298 -0.5422 0.0437 -0.0863 -0.1390 0.3596 0.2765 0.2056

Stability ranking, top entry: two); the second entry is 0.1007 hartree less favorable.